# 1
{
  "formula": "C33H38Br15F3NO5P",
  "method": "ωB97M-V/def2-TZVPD",
  "species": ["C", "C", "P", "C", "C", "C", "C", "C", "C", "O", "C", "C", "C", "C", "C", "C", "C", "C", "C", "C", "C", "F", "C", "F", "F", "C", "C", "C", "O", "C", "C", "C", "O", "C", "O", "N", "C", "O", "H", "H", "H", "H", "H", "H", "H", "H", "H", "H", "H", "H", "H", "H", "H", "H", "H", "H", "H", "H", "H", "H", "H", "H", "H", "H", "H", "H", "H", "H", "H", "H", "H", "C", "Br", "Br", "Br", "H", "C", "Br", "Br", "Br", "H", "C", "Br", "Br", "Br", "H", "C", "Br", "Br", "Br", "H", "C", "Br", "Br", "Br", "H"],
  "xyz": [[5.14, 0.14, -2.81], [4.22, 0.73, -1.55], [2.58, -0.26, -1.59], [3.03, -2.14, -1.38], [1.43, 0.15, -0.11], [-0.19, -0.20, -0.28], [-0.86, -0.83, -1.63], [-0.60, 0.04, -3.01], [-1.77, -0.22, -4.18], [-0.29, 1.46, -2.79], [-1.44, 2.23, -2.30], [-1.51, 3.61, -3.18], [-0.33, 3.93, -4.33], [-0.30, 5.33, -5.23], [-1.45, 6.47, -4.98], [-2.62, 6.16, -3.87], [-2.69, 4.77, -2.95], [-1.21, 0.09, 1.02], [-2.85, -0.26, 0.97], [-3.20, -1.69, 1.69], [-2.61, -3.02, 0.93], [-1.33, -3.69, 1.35], [-3.36, -3.62, -0.20], [-4.80, -3.43, -0.50], [-2.59, -4.55, -1.11], [-0.69, 0.71, 2.46], [0.91, 1.05, 2.49], [2.02, 0.82, 1.31], [3.43, 1.16, 1.54], [3.63, 2.59, 1.80], [3.93, 3.50, 0.47], [2.61, 3.84, -0.45], [4.41, 4.83, 0.98], [1.02, 1.65, 4.01], [2.09, 2.04, 4.72], [-0.38, 1.77, 4.64], [-1.48, 1.03, 3.86], [-2.73, 0.71, 4.27], [6.22, 0.59, -2.82], [5.11, -1.03, -2.88], [4.59, 0.54, -3.80], [4.05, 1.86, -1.79], [4.82, 0.52, -0.57], [3.24, -2.52, -2.50], [3.95, -2.32, -0.67], [2.04, -2.66, -1.02], [-0.33, -1.88, -1.81], [-2.01, -1.07, -1.56], [0.39, -0.43, -3.49], [-1.63, -1.32, -4.59], [-1.58, 0.50, -5.10], [-2.85, 0.01, -3.79], [-1.17, 2.56, -1.19], [-2.45, 1.64, -2.22], [0.56, 3.17, -4.56], [0.59, 5.49, -6.01], [-1.36, 7.46, -5.62], [-3.43, 7.02, -3.71], [-3.56, 4.62, -2.14], [-3.31, -0.12, -0.10], [-3.35, 0.58, 1.65], [-2.78, -1.72, 2.81], [-4.37, -1.79, 1.80], [4.60, 2.67, 2.48], [2.78, 3.12, 2.40], [4.84, 3.08, -0.17], [2.23, 4.96, -0.34], [1.67, 3.16, -0.23], [2.95, 3.75, -1.59], [4.25, 5.53, 0.26], [-0.62, 2.76, 4.40], [-5.35, -3.58, 4.74], [-3.42, -3.77, 4.89], [-5.92, -1.73, 4.87], [-6.04, -4.44, 3.14], [-5.79, -4.11, 5.60], [0.56, -5.05, 4.38], [-0.16, -4.01, 5.86], [1.55, -3.94, 3.12], [1.63, -6.55, 5.01], [-0.29, -5.47, 3.83], [-6.20, -5.70, -3.29], [-4.88, -4.86, -4.44], [-7.93, -4.81, -3.41], [-6.34, -7.61, -3.62], [-5.85, -5.58, -2.26], [4.52, 5.29, 4.67], [2.66, 5.76, 4.35], [5.45, 6.67, 5.69], [4.70, 3.54, 5.50], [5.01, 5.24, 3.70], [1.86, -8.12, 1.24], [2.53, -9.13, -0.28], [0.46, -6.87, 0.72], [1.29, -9.29, 2.69], [2.70, -7.52, 1.63]],
  "homo_energy_ev": -8.4,
  "spin_multiplicity": 1
}

# 2
{
  "formula": "C33H38BrN10O5PrS2",
  "method": "ωB97M-V/def2-TZVPD",
  "species": ["Pr", "O", "C", "O", "C", "C", "C", "N", "C", "C", "C", "C", "C", "C", "C", "N", "C", "C", "C", "C", "C", "N", "H", "H", "H", "H", "H", "H", "H", "H", "H", "H", "C", "N", "C", "C", "N", "C", "C", "N", "C", "C", "N", "C", "N", "C", "C", "C", "N", "C", "H", "H", "H", "H", "H", "H", "H", "H", "H", "H", "H", "H", "H", "H", "H", "H", "H", "H", "H", "H", "H", "H", "H", "H", "O", "S", "O", "O", "S", "Br", "C", "C", "C", "C", "N", "C", "H", "H", "H", "H"],
  "xyz": [[-0.16, 0.01, -0.45], [-2.52, -1.10, 6.54], [-2.46, -2.01, 5.67], [-2.90, -3.19, 5.61], [-1.95, -1.57, 4.32], [-1.08, -0.52, 4.20], [-0.72, -0.05, 2.94], [-1.14, -0.68, 1.83], [-2.00, -1.75, 1.92], [-2.46, -2.18, 3.16], [-2.39, -2.40, 0.69], [-3.00, -3.71, 0.80], [-3.33, -4.42, -0.33], [-3.14, -3.75, -1.55], [-2.66, -2.45, -1.58], [-2.17, -1.81, -0.51], [-0.16, 1.27, 2.70], [-0.21, 2.29, 3.69], [0.34, 3.53, 3.53], [1.11, 3.71, 2.37], [1.22, 2.62, 1.46], [0.49, 1.50, 1.54], [-0.65, 0.03, 5.10], [-3.17, -3.01, 3.22], [-3.22, -4.12, 1.79], [-3.66, -5.48, -0.33], [-3.39, -4.28, -2.51], [-2.67, -1.83, -2.50], [-0.88, 2.10, 4.53], [0.22, 4.31, 4.25], [1.61, 4.61, 2.12], [1.93, 2.77, 0.64], [2.62, 1.41, -4.82], [3.17, 0.72, -3.64], [4.08, -0.39, -3.92], [4.30, -1.06, -2.59], [3.51, -0.23, -1.65], [3.90, -0.26, -0.26], [2.71, 0.65, -2.35], [1.62, 1.18, -1.80], [0.89, 2.15, -2.62], [-0.26, 2.84, -1.92], [-1.24, 1.95, -1.46], [-2.51, 1.98, -1.85], [-3.59, 2.21, -1.05], [-3.51, 2.53, 0.33], [-4.85, 2.04, -1.79], [-4.35, 1.63, -3.18], [-2.92, 1.71, -3.12], [-2.17, 0.97, -4.13], [3.31, 1.17, -5.62], [2.66, 2.50, -4.70], [1.61, 1.01, -5.05], [5.00, 0.01, -4.36], [3.61, -1.07, -4.65], [5.34, -1.08, -2.25], [3.99, -2.11, -2.50], [3.04, 0.06, 0.37], [4.78, 0.36, -0.02], [4.07, -1.30, 0.09], [0.42, 1.59, -3.45], [1.58, 2.96, -2.96], [-0.71, 3.67, -2.51], [0.17, 3.41, -1.08], [-3.26, 1.60, 0.93], [-4.49, 2.90, 0.70], [-2.81, 3.35, 0.60], [-5.44, 2.96, -1.76], [-5.41, 1.30, -1.26], [-4.68, 2.30, -3.98], [-4.68, 0.59, -3.35], [-2.88, 0.38, -4.74], [-1.36, 0.28, -3.70], [-1.63, 1.69, -4.76], [1.29, -1.77, -0.25], [1.23, -2.83, -1.31], [2.65, -3.25, -1.35], [0.23, -3.87, -0.97], [0.43, -1.85, -3.07], [5.02, 0.78, 5.30], [4.03, -0.58, 4.41], [3.74, -1.83, 4.94], [2.82, -2.67, 4.30], [2.20, -2.16, 3.19], [2.45, -0.93, 2.72], [3.38, -0.16, 3.25], [4.37, -2.16, 5.79], [2.65, -3.71, 4.64], [1.50, -2.76, 2.58], [3.57, 0.77, 2.77]],
  "homo_energy_ev": [-7.7, -7.7],
  "spin_multiplicity": 3,
  "e_above_lowest_kj_mol": 0.0
}

# 3
{
  "formula": "C33H38FN6O3Pd",
  "method": "ωB97M-V/def2-TZVPD",
  "species": ["Pd", "C", "N", "C", "C", "C", "C", "C", "C", "C", "N", "C", "C", "C", "C", "C", "C", "N", "C", "C", "H", "H", "H", "H", "H", "H", "H", "H", "H", "H", "H", "H", "H", "H", "H", "H", "H", "H", "H", "H", "F", "C", "C", "C", "C", "O", "C", "C", "N", "C", "C", "C", "C", "C", "C", "N", "C", "C", "N", "C", "C", "C", "O", "O", "H", "H", "H", "H", "H", "H", "H", "H", "H", "H", "H", "H", "H", "H", "H", "H", "H", "H"],
  "xyz": [[0.02, -0.03, 0.16], [1.45, 3.04, -0.64], [0.75, 2.36, 0.46], [1.59, 2.19, 1.66], [-0.47, 3.04, 0.81], [-0.48, 4.32, 1.32], [-1.66, 4.92, 1.73], [-2.84, 4.19, 1.67], [-2.85, 2.92, 1.13], [-1.68, 2.33, 0.62], [-1.62, 1.11, -0.03], [-2.74, 0.58, -0.66], [-3.75, 1.35, -1.25], [-4.88, 0.76, -1.79], [-5.02, -0.62, -1.76], [-4.00, -1.40, -1.27], [-2.85, -0.82, -0.75], [-1.73, -1.62, -0.30], [-2.08, -2.55, 0.77], [-1.11, -2.32, -1.44], [2.12, 3.83, -0.27], [0.71, 3.48, -1.30], [2.02, 2.30, -1.21], [2.00, 3.14, 2.01], [2.41, 1.51, 1.44], [0.98, 1.75, 2.45], [0.46, 4.87, 1.40], [-1.66, 5.93, 2.12], [-3.76, 4.61, 2.05], [-3.77, 2.35, 1.10], [-3.63, 2.42, -1.29], [-5.65, 1.38, -2.22], [-5.92, -1.09, -2.15], [-4.09, -2.48, -1.29], [-2.79, -3.32, 0.44], [-2.52, -1.99, 1.59], [-1.17, -3.03, 1.12], [-1.82, -2.99, -1.94], [-0.28, -2.92, -1.08], [-0.75, -1.59, -2.17], [6.24, 3.04, -0.52], [6.04, 1.74, -0.21], [4.78, 1.22, -0.37], [4.54, -0.13, -0.09], [3.17, -0.66, -0.18], [2.25, -0.01, -0.71], [3.02, -1.99, 0.35], [4.10, -2.75, 0.61], [5.39, -2.29, 0.54], [6.51, -3.20, 0.63], [6.43, -4.43, 1.47], [7.31, -3.30, 1.90], [5.61, -0.95, 0.30], [6.88, -0.39, 0.46], [7.11, 0.96, 0.24], [8.41, 1.48, 0.50], [9.46, 1.08, -0.41], [10.82, 1.25, 0.26], [10.95, 2.68, 0.69], [9.85, 3.06, 1.64], [8.53, 2.88, 0.90], [1.63, -2.52, 0.71], [1.38, -3.70, 0.48], [0.90, -1.66, 1.30], [3.98, 1.84, -0.73], [3.97, -3.78, 0.89], [7.06, -3.28, -0.30], [6.89, -5.33, 1.07], [5.54, -4.62, 2.05], [8.38, -3.41, 1.82], [6.97, -2.71, 2.75], [7.70, -1.00, 0.80], [9.44, 1.67, -1.35], [9.33, 0.04, -0.67], [11.63, 1.01, -0.42], [10.88, 0.63, 1.15], [10.87, 3.28, -0.14], [11.86, 2.85, 1.11], [9.99, 4.09, 1.96], [9.90, 2.39, 2.50], [8.49, 3.57, 0.05], [7.71, 3.13, 1.57]],
  "homo_energy_ev": [-8.6, -8.6],
  "spin_multiplicity": 3,
  "charge": 1
}

# 4
{
  "formula": "C33H38N3O3P2Re",
  "method": "ωB97M-V/def2-TZVPD",
  "species": ["Re", "C", "O", "C", "C", "C", "C", "C", "C", "N", "N", "C", "O", "C", "C", "C", "C", "C", "C", "C", "O", "H", "H", "H", "H", "H", "H", "H", "H", "H", "H", "H", "H", "N", "C", "C", "C", "C", "C", "C", "C", "C", "C", "C", "C", "C", "H", "H", "H", "H", "H", "H", "H", "H", "H", "H", "C", "P", "C", "C", "C", "P", "C", "C", "H", "H", "H", "H", "H", "H", "H", "H", "H", "H", "H", "H", "H", "H", "H", "H"],
  "xyz": [[0.23, 0.00, -0.41], [-4.07, 0.33, -2.05], [-4.37, -0.89, -1.36], [-3.88, -1.11, -0.11], [-4.68, -1.85, 0.72], [-4.31, -2.13, 2.05], [-3.13, -1.62, 2.52], [-2.27, -0.91, 1.67], [-1.10, -0.35, 2.28], [-0.11, 0.19, 1.65], [0.93, 0.64, 2.50], [1.15, 1.89, 2.46], [0.36, 2.79, 1.82], [2.27, 2.50, 3.22], [3.13, 1.70, 3.98], [4.19, 2.27, 4.66], [4.41, 3.64, 4.58], [3.56, 4.44, 3.83], [2.49, 3.87, 3.16], [-2.60, -0.70, 0.31], [-1.78, -0.16, -0.58], [-4.75, 0.36, -2.90], [-3.05, 0.37, -2.39], [-4.27, 1.19, -1.41], [-5.63, -2.19, 0.33], [-4.97, -2.71, 2.69], [-2.85, -1.77, 3.56], [-1.05, -0.36, 3.37], [2.95, 0.63, 4.04], [4.85, 1.65, 5.25], [5.24, 4.09, 5.12], [3.72, 5.51, 3.78], [1.81, 4.49, 2.58], [2.40, 0.22, 0.06], [3.16, 1.47, 0.00], [4.54, 1.39, 0.18], [5.33, 2.52, 0.12], [4.73, 3.75, -0.13], [3.36, 3.83, -0.31], [2.54, 2.69, -0.25], [1.08, 2.85, -0.53], [0.68, 3.16, -1.83], [-0.66, 3.33, -2.17], [-1.63, 3.22, -1.18], [-1.25, 2.98, 0.13], [0.09, 2.80, 0.45], [2.41, -0.10, 1.03], [2.88, -0.49, -0.47], [4.99, 0.42, 0.39], [6.40, 2.45, 0.25], [5.33, 4.66, -0.18], [2.88, 4.78, -0.49], [1.45, 3.28, -2.58], [-0.93, 3.56, -3.19], [-2.68, 3.35, -1.41], [-1.98, 2.94, 0.93], [-1.16, -3.79, -0.78], [0.27, -2.76, -0.30], [1.09, -3.81, 0.95], [1.38, -3.02, -1.75], [0.88, -2.28, -2.99], [0.68, -0.46, -2.71], [2.20, 0.20, -3.49], [-0.59, -0.03, -3.93], [-0.84, -4.81, -0.98], [-1.65, -3.37, -1.66], [-1.90, -3.79, 0.03], [1.36, -4.79, 0.54], [0.41, -3.95, 1.79], [2.00, -3.32, 1.33], [1.46, -4.09, -1.95], [2.39, -2.68, -1.47], [-0.10, -2.66, -3.28], [1.55, -2.45, -3.83], [2.30, -0.18, -4.51], [3.09, -0.05, -2.92], [2.12, 1.29, -3.53], [-0.24, -0.25, -4.94], [-0.82, 1.04, -3.86], [-1.49, -0.59, -3.73]],
  "homo_energy_ev": [-8.5, -9.4],
  "spin_multiplicity": 4,
  "charge": 1,
  "e_above_lowest_kj_mol": 194.5
}

no.,electronic energy (a.u.)
1,-40961.28705
2,-6091.55413
3,-2062.00894
4,-2431.05667